Entry from the OMol25 dataset: one molecule with the formula C14H14F2N4O at a distorted geometry (ωB97M-V with the def2-TZVPD basis set).

```
35
C14H14F2N4O, DFT ωB97M-V with the def2-TZVPD basis set
C 6.983 1.695 -0.248
C 5.974 1.021 0.271
C 5.246 -0.083 -0.434
N 3.816 0.144 -0.431
C 2.951 -0.694 0.189
O 3.295 -1.710 0.754
C 1.539 -0.233 0.114
C 1.063 1.084 0.121
C -0.319 0.970 0.082
N -1.303 1.860 0.070
C -2.543 1.436 0.026
C -3.585 2.469 0.020
C -4.866 2.274 -0.755
C -4.898 2.247 0.732
C -2.856 0.046 -0.013
C -1.841 -0.864 -0.003
C -2.050 -2.356 -0.050
F -2.977 -2.735 0.862
F -2.546 -2.726 -1.258
N -0.568 -0.410 0.045
N 0.541 -1.120 0.068
H 7.487 2.475 0.295
H 7.357 1.482 -1.236
H 5.608 1.244 1.264
H 5.397 -1.030 0.094
H 5.607 -0.185 -1.463
H 3.474 0.976 -0.883
H 1.621 1.994 0.184
H -3.166 3.466 0.048
H -4.996 1.351 -1.298
H -5.268 3.136 -1.266
H -5.049 1.303 1.233
H -5.322 3.088 1.257
H -3.875 -0.300 -0.047
H -1.116 -2.906 0.132
```

Its structure (SMILES) is C=CCNC(=O)c1cc2nc(C3CC3)cc(C(F)F)n2n1. The HOMO energy is -8.87 eV. The calculation puts the total energy at -1035.8428 Ha. The value obtained for the largest force on an atom is 0.0258 Eh/bohr. As for the charge: 0.

Atom charges from the Mulliken analysis, given in e for atoms 1 to 5: -0.745, -0.021, -0.694, -0.177, 0.364

=====

Entry from the OMol25 dataset: a 2-piece molecular cluster, C14H14F3N5O2 overall at a distorted geometry (ωB97M-V with the def2-TZVPD basis set).

```
38
C14H14F3N5O2, DFT ωB97M-V with the def2-TZVPD basis set
H -5.780 2.215 -2.017
N -4.870 2.218 -2.474
C -4.129 1.318 -1.978
C -4.644 0.401 -0.888
C -2.750 1.215 -2.594
C -1.548 1.216 -1.633
C -0.384 1.391 -2.513
N 0.495 1.595 -3.206
C -1.533 2.456 -0.718
F -1.508 3.585 -1.454
F -2.590 2.487 0.115
F -0.400 2.430 0.040
C -1.316 -0.131 -0.813
C 0.069 -0.547 -0.834
C 1.178 -0.998 -0.878
C -2.066 -1.256 -1.382
N -2.698 -2.065 -1.874
O -1.762 0.054 0.573
C -0.962 -0.308 1.520
N -0.242 -0.513 2.386
H -3.891 -0.021 -0.242
H -5.287 1.002 -0.254
H -5.273 -0.359 -1.337
H -2.697 0.377 -3.281
H -2.650 2.098 -3.212
H 2.220 -1.228 -0.817
C 4.784 -1.680 3.851
N 4.439 -1.590 2.445
C 5.455 -1.176 1.490
C 3.211 -1.876 1.997
O 2.869 -1.812 0.825
H 5.112 -0.706 4.218
H 5.590 -2.402 3.992
H 3.920 -1.999 4.428
H 5.133 -0.273 0.972
H 5.608 -1.959 0.747
H 6.388 -0.983 2.011
H 2.511 -2.176 2.788
```

Its structure (SMILES) is [H]/N=C(\C)C[C@@](C#N)(C(F)(F)F)[C@](C#C)(C#N)OC#N.CN(C)C=O. The HOMO energy is -9.76 eV. The calculation puts the total energy at -1265.5767 Ha. Its energy above the lowest of the compared OMol25 structures with the same formula, charge and spin is 124.3 kcal/mol. The value obtained for the largest force on an atom is 0.0214 Eh/bohr. As for the charge: 0.

Atom charges from the Mulliken analysis, given in e for atoms 1 to 5: 0.296, -0.713, 0.585, -1.248, -1.383

=====

Repeat the first record exactly.
Entry from the OMol25 dataset: one molecule with the formula C14H14F2N4O at a distorted geometry (ωB97M-V with the def2-TZVPD basis set).

```
35
C14H14F2N4O, DFT ωB97M-V with the def2-TZVPD basis set
C 6.983 1.695 -0.248
C 5.974 1.021 0.271
C 5.246 -0.083 -0.434
N 3.816 0.144 -0.431
C 2.951 -0.694 0.189
O 3.295 -1.710 0.754
C 1.539 -0.233 0.114
C 1.063 1.084 0.121
C -0.319 0.970 0.082
N -1.303 1.860 0.070
C -2.543 1.436 0.026
C -3.585 2.469 0.020
C -4.866 2.274 -0.755
C -4.898 2.247 0.732
C -2.856 0.046 -0.013
C -1.841 -0.864 -0.003
C -2.050 -2.356 -0.050
F -2.977 -2.735 0.862
F -2.546 -2.726 -1.258
N -0.568 -0.410 0.045
N 0.541 -1.120 0.068
H 7.487 2.475 0.295
H 7.357 1.482 -1.236
H 5.608 1.244 1.264
H 5.397 -1.030 0.094
H 5.607 -0.185 -1.463
H 3.474 0.976 -0.883
H 1.621 1.994 0.184
H -3.166 3.466 0.048
H -4.996 1.351 -1.298
H -5.268 3.136 -1.266
H -5.049 1.303 1.233
H -5.322 3.088 1.257
H -3.875 -0.300 -0.047
H -1.116 -2.906 0.132
```

Its structure (SMILES) is C=CCNC(=O)c1cc2nc(C3CC3)cc(C(F)F)n2n1. The HOMO energy is -8.87 eV. The calculation puts the total energy at -1035.8428 Ha. The value obtained for the largest force on an atom is 0.0258 Eh/bohr. As for the charge: 0.

Atom charges from the Mulliken analysis, given in e for atoms 1 to 5: -0.745, -0.021, -0.694, -0.177, 0.364